[1]
# C4H6O2

The molecule C4H6O2 (the ωB97M-V functional and the def2-TZVPD basis, the OMol25 dataset).

Values from the calculation:
- SMILES = CC(=O)CC=O
- energy above the lowest of the compared OMol25 structures with the same formula, charge and spin (kJ/mol) = 74.97
- orbital gap (Ha) = 0.38234
- multiplicity = 1

Positions of all 12 atoms, in Å:
H  -1.40382  -1.41681  -1.20819
H  1.91290  0.90100  1.05243
C  -0.42311  -1.37762  -0.71743
C  -0.19399  0.96695  0.33331
O  -0.86812  -0.94824  1.60143
C  -0.53811  -0.51341  0.51699
H  -0.14053  -2.39471  -0.43676
H  -0.68596  1.37648  -0.55686
O  1.82445  1.27724  -0.92475
H  -0.49841  1.50301  1.23567
H  0.29719  -0.96641  -1.43168
C  1.30400  1.07525  0.13971

Atomic partial charges in e from the Mulliken method, atoms 1 to 4:
1. H 0.27
2. H 0.34
3. C -0.99
4. C -0.56


[2]
# C35H72BN7O11

A cluster of 5 separate species, C35H72BN7O11 in total (the ωB97M-V functional and the def2-TZVPD basis, the OMol25 dataset).

Values from the calculation:
- SMILES = CCB(O)c1cnc2cccc(CON=O)c2n1.COCCNCCOC.COCCNCCOC.COCCNCCOC.COCCNCCOC
- orbital gap (Ha) = 0.30892
- multiplicity = 1

Positions of all 126 atoms, in Å:
C  3.11666  8.62210  -4.24316
H  -2.41533  -1.25387  -2.66994
H  5.69115  0.58284  -1.34091
H  -1.51390  -1.97554  6.68715
C  7.17813  7.04664  -6.45488
N  -7.38754  -4.28583  3.41202
H  -3.01136  -5.44409  7.65494
C  -2.53965  -2.33714  6.80310
C  -4.55688  -6.12860  4.10309
O  -2.59592  -3.47512  7.64383
H  4.44653  1.67446  -0.14019
H  -7.59892  -7.09629  4.19711
N  6.62542  8.99892  -5.15084
H  -9.55939  -4.76226  5.23958
C  -2.47625  -1.99991  -1.86571
H  -2.50067  -0.55329  1.16181
C  -2.52504  -4.72952  6.98577
H  -10.74646  -4.81213  3.95128
H  2.35770  9.12793  -3.66557
C  7.47817  8.27593  -5.82288
H  3.75902  4.41481  -0.89039
H  -3.12175  -4.72505  6.07122
H  -7.45012  -4.12957  5.53444
H  1.07349  -1.83689  5.46158
N  -0.26497  -4.46264  5.82793
C  9.82853  4.08973  -7.29924
H  8.15746  4.46008  -5.99530
H  -0.26337  -3.65161  2.54577
O  -5.27223  -5.45258  5.12201
H  -4.49932  2.30365  -1.81765
H  -0.37441  -1.96326  -1.49115
C  5.82091  1.05812  -2.31672
C  -1.10065  -5.22295  6.75518
H  -9.14159  -3.16284  3.31485
B  8.29031  6.21120  -7.22538
H  9.22781  3.59261  -8.05283
C  5.37284  8.46028  -5.08284
C  3.42494  5.45313  -6.32757
H  1.61061  -1.41413  3.81211
H  -4.92624  -2.81125  -2.59508
N  -3.73521  -1.91820  -1.13480
O  6.16458  2.42654  -2.18666
C  -1.48072  -0.26601  0.88574
C  5.07825  3.33482  -2.19540
C  0.02815  -3.50634  3.59114
C  2.10871  0.66671  -0.35326
H  4.25505  -1.79518  0.08471
O  -9.56642  -6.43758  4.02032
H  -3.40540  1.10706  -2.53294
H  1.94105  0.72817  0.72631
C  8.97655  5.02684  -6.44150
H  1.10723  -3.66724  3.66306
O  -5.37790  0.51167  -2.20065
H  6.64843  0.55691  -2.82006
N  3.79109  2.44321  -0.19030
H  3.60076  5.57908  -7.39351
O  2.10306  5.00411  -6.05205
H  2.91676  -1.33931  1.15630
C  2.59956  1.98840  -0.90075
H  -0.23695  -3.49885  6.13443
H  -5.78967  -1.96888  -1.31998
H  -2.38929  -2.99279  -2.31631
C  0.75577  -1.43171  4.49527
H  10.68743  4.58586  -7.74715
H  5.26100  3.89416  -0.14606
H  9.44385  6.25223  -8.79247
H  -6.02927  -0.88974  -3.48578
H  2.79758  1.85165  -1.97218
H  -0.76761  -0.86352  1.46206
H  4.15927  4.71840  -6.00144
H  1.78169  6.98891  -4.82593
O  3.02157  -0.37972  -0.68191
C  -9.70343  -5.03916  4.18843
C  -4.92366  -1.90376  -1.98333
H  -1.79666  -4.25231  4.36632
H  -4.83898  -3.72604  4.01908
H  1.15338  0.42081  -0.82427
H  -7.02746  -2.64654  4.65505
H  -3.11586  -1.54381  7.28108
H  8.49394  8.64724  -5.89131
C  2.77018  7.41282  -4.88526
H  9.54051  5.45542  -5.60956
N  2.18181  3.71482  -5.42064
C  4.46166  3.57863  -0.82123
C  3.71810  6.74330  -5.61002
H  -8.83717  -8.06650  4.99191
N  5.96536  6.54109  -6.41465
H  -1.13754  -6.26455  6.42075
H  -3.57593  -5.67297  3.93742
H  -2.96893  -2.53370  5.81782
H  -5.07843  -3.52589  5.76014
C  -0.72805  -4.49770  4.44750
H  -7.10508  -5.25559  3.35446
H  -3.89257  0.98393  -0.81925
H  5.49071  4.28536  -2.54768
O  8.56434  6.52867  -8.51517
H  -3.72886  -1.07599  -0.57414
H  -5.11247  -6.13923  3.15968
H  -0.58737  -5.21988  7.71999
H  10.23129  3.30170  -6.66539
H  -9.05686  -4.53610  2.22512
H  -8.34895  -6.52307  5.71302
H  4.31355  -0.24632  0.94757
C  -5.43704  -4.05740  4.87370
H  4.91620  0.91969  -2.91347
H  0.40817  -0.41071  4.64500
C  4.37519  9.13715  -4.34981
H  -0.57855  -5.50462  4.04635
H  4.32700  3.03258  -2.93534
H  -1.33441  -2.45753  -0.09047
C  -4.22710  1.24784  -1.82643
C  3.65405  -0.95971  0.44085
H  -4.41253  -7.15685  4.43205
C  5.03815  7.25497  -5.71050
O  -0.32027  -2.17235  3.94813
C  -6.90054  -3.73284  4.66995
H  -4.31079  -0.56879  -3.61020
O  1.39171  3.64106  -4.57013
C  -1.30107  -1.77060  -0.94098
H  4.61194  10.06513  -3.85519
H  -1.33838  0.78449  1.13660
O  -1.26181  -0.41522  -0.50647
C  -8.83648  -4.21148  3.24502
C  -8.52920  -7.04441  4.76969
C  -5.13054  -0.69720  -2.89330
H  1.80897  2.73633  -0.79318

Atomic partial charges in e from the Mulliken method, atoms 1 to 4:
1. C -0.64
2. H 0.23
3. H 0.18
4. H 0.18


Number 1: E_LUMO 0.0153 Ha, HOMO level -9.99 eV. Number 2: E_LUMO -0.0084 Ha, HOMO level -8.63 eV.